This record from the OMol25 dataset describes a 12-piece molecular cluster, C6H35NO11 overall in a non-equilibrium geometry. The level of theory is ωB97M-V/def2-TZVPD.

## Properties
ΔE to the lowest compared entry with this formula, charge and spin: 78.1 kcal per mole
Gap between HOMO and LUMO: 9.67 eV
Strongest force on any atom: 3.343 eV Å⁻¹
HOMO: -9.452 eV

Structure (ORCA input):
```
! RIJCOSX wB97M-V def2-TZVPD def2/J DEFGRID3
* xyz 0 1
C -0.271 -2.842 2.530
C -1.022 -1.893 1.994
C -1.242 -0.552 2.541
C -0.648 -0.299 3.946
C -1.736 -2.299 0.698
C -1.640 -1.272 -0.462
N -0.190 -1.041 -0.696
H -0.207 -3.869 2.219
H 0.303 -2.829 3.447
H -2.291 -0.264 2.504
H -0.654 0.217 1.982
H -0.923 0.689 4.307
H -1.153 -1.043 4.605
H 0.335 -0.704 4.188
H -2.764 -2.597 0.978
H -1.480 -3.264 0.219
H -2.184 -0.375 -0.188
H -1.912 -1.704 -1.441
H 0.140 -0.463 0.079
H 0.351 -1.871 -0.471
O 3.857 -1.525 1.115
H 3.529 -0.789 0.582
H 3.114 -2.120 1.248
O 0.896 3.787 -1.369
H -0.044 3.996 -1.267
H 1.065 4.014 -2.290
O 2.128 0.381 2.455
H 1.908 0.936 1.698
H 3.057 0.145 2.367
O -0.186 1.201 -2.473
H 0.116 0.267 -2.515
H 0.243 1.360 -1.588
O 2.654 1.725 -2.785
H 3.031 2.384 -3.381
H 1.767 1.524 -3.119
O -2.701 1.241 -1.864
H -2.461 2.160 -2.060
H -1.888 0.719 -1.920
O 2.618 -2.397 -1.534
H 2.866 -3.170 -1.011
H 2.833 -1.699 -0.900
O -1.809 3.538 -0.685
H -2.108 4.443 -0.532
H -2.278 2.843 -0.203
O -3.154 1.446 0.666
H -3.324 0.699 1.236
H -3.507 1.460 -0.253
O 1.500 1.369 -0.365
H 0.977 1.993 0.136
H 2.044 1.728 -1.085
O 0.491 -1.669 -3.894
H 1.275 -1.831 -4.420
H 0.682 -1.884 -2.968
*
```

Löwdin charges in e: 0.04, -0.33, -0.22, -0.10, -0.16, -0.22, 0.01, 0.06, 0.06, 0.10, 0.11, 0.08, 0.08, 0.06, 0.12, 0.11, 0.07, 0.12, 0.04, 0.06, -0.04, 0.03, 0.04, -0.06, 0.01, 0.05, -0.05, 0.00, 0.02, -0.11, 0.02, 0.01, -0.05, 0.07, 0.03, -0.09, 0.04, 0.01, -0.04, 0.05, 0.01, -0.05, 0.07, 0.01, -0.09, 0.02, 0.04, -0.08, 0.05, 0.01, -0.06, 0.04, 0.00